C4H11NO | ωB97M-V/def2-TZVPD

Geometry as XYZ:
```
17
Properties=species:S:1:pos:R:3:mulliken_charge:R:1
H -1.8416 -1.1562 2.0643 0.379
H 2.4453 0.4566 -2.0135 0.252
H -0.1100 -1.6541 1.5560 0.291
H 0.0670 -1.5061 -1.7692 0.221
N -1.4928 1.1709 0.5143 -0.372
C 1.9384 -0.4308 -1.6093 -0.851
H 2.5563 -1.2183 -2.0548 0.310
C -0.9909 -1.0490 1.3891 -1.068
H -2.3997 0.8533 0.2195 0.184
H 0.3864 -0.5844 -3.1001 0.347
C 0.5004 -0.5269 -2.0089 -0.756
H -1.4974 -1.4335 0.4875 0.303
H 2.1391 -0.3968 -0.5447 0.264
C -0.5594 0.3679 1.1042 0.636
H -0.2642 0.1731 -1.6855 0.238
O 0.5994 0.7286 1.2028 -0.601
H -1.3293 2.1507 0.3917 0.224
```

SMILES   CC(N)=O.CC
Total energy   -7864.118 eV
LUMO level   0.030 hartree

C4H11NO | ωB97M-V/def2-TZVPD

Geometry as XYZ:
```
17
Properties=species:S:1:pos:R:3:mulliken_charge:R:1
H 1.6645 1.4227 -2.7931 0.325
C 0.0972 -0.0121 1.0885 0.212
H 1.5595 -0.3485 -2.6397 0.318
H 0.3494 -1.3149 -0.5689 0.315
C -0.0598 -0.9189 2.0900 -0.419
O -2.5963 0.3446 -0.6184 -0.662
H -3.1657 -0.1379 -0.0221 0.295
C 1.6103 0.5932 -2.0904 -0.862
H -0.3446 1.1191 -1.6771 0.304
H -0.0117 -1.9953 1.9289 0.294
H -0.2951 -0.6185 3.2157 -0.823
C 0.2417 -0.2577 -0.2857 -0.684
H 0.1175 1.0502 1.3235 0.296
H 2.5302 0.5851 -1.5125 0.283
H -0.4669 -0.3392 4.1101 0.621
N 0.4719 0.7732 -1.1914 -0.229
H -1.7020 0.0548 -0.3573 0.417
```

Total energy   -7856.856 eV
LUMO level   -0.074 hartree

C4H11NO | ωB97M-V/def2-TZVPD

Geometry as XYZ:
```
17
Properties=species:S:1:pos:R:3:mulliken_charge:R:1
H 1.6995 -0.1269 0.9581 0.307
H 0.8123 0.2591 3.2358 0.341
H 1.2626 1.3976 0.3629 0.297
H -0.8277 -0.3649 1.6263 0.403
C 0.9612 0.6701 1.0941 -0.386
O -0.1849 -0.5790 -2.7198 -0.552
N -0.3837 -0.8280 -0.3636 -0.398
C -1.0573 -0.3953 -1.5758 -0.188
H -1.0671 0.6695 -1.5670 0.258
C -0.4339 0.1504 0.7460 -0.584
H 2.1448 1.2441 2.7959 0.365
H 0.4278 -1.2916 -2.5392 0.284
C 1.1007 1.0651 2.5558 -1.259
H 0.5209 1.9380 2.8586 0.323
H -2.0216 -0.8362 -1.8218 0.273
H -0.8832 -1.6519 -0.0492 0.210
H -1.0922 0.9735 0.5458 0.306
```

SMILES   CCCNCO
Total energy   -7863.209 eV
LUMO level   0.041 hartree

C4H11NO | ωB97M-V/def2-TZVPD

Geometry as XYZ:
```
17
Properties=species:S:1:pos:R:3:lowdin_spin:R:1
H -2.4760 0.8348 -0.1988 0.008
H 0.8743 1.0340 1.1546 0.014
H -0.8900 -0.7534 -1.7080 0.000
H 2.1411 -0.3961 -1.1105 0.004
H -0.3279 0.8870 -1.2824 0.012
C -0.6631 -0.0891 -0.8885 0.056
C 0.3888 0.0705 1.2487 0.058
H 0.1503 -1.6585 0.0451 0.018
O 2.3822 0.2793 -1.7386 0.036
H -1.4017 -0.5741 2.2418 0.001
N 0.3216 -0.6585 -0.0124 0.658
H -2.3538 -0.8871 0.1410 0.001
H 0.9338 -0.5533 1.9637 -0.001
H 2.9732 0.9297 -1.3451 0.000
H -1.3746 1.2556 1.9739 0.005
C -1.8069 0.0505 0.1238 0.063
C -1.1815 0.3070 1.5383 0.067
```

Total charge   +1
Multiplicity   2
Total energy   -7854.789 eV
Expectation value of S²   0.754
LUMO level (alpha / beta)   -0.126 / -0.305 hartree

C4H11NO | ωB97M-V/def2-TZVPD

Geometry as XYZ:
```
17
Properties=species:S:1:pos:R:3:lowdin_spin:R:1
H 2.1308 0.0074 -2.5184 0.005
O -5.0785 0.0649 -0.5940 0.000
H 1.8407 -0.9637 0.2208 0.014
C 1.0512 -0.5083 0.7393 0.368
H -5.4466 -0.0978 0.2787 0.000
H -0.7458 0.7003 0.3277 0.012
H -0.2183 -0.2256 2.6172 -0.001
C 0.7990 -0.6220 2.2614 0.054
C 2.0201 0.7533 -1.6116 0.031
H -4.7374 -0.6841 -1.0267 0.000
C 0.1604 0.2580 -0.0585 0.184
H 2.7190 0.3409 -0.8999 0.006
H 1.6015 -0.2070 2.7799 0.016
N 0.6032 0.8626 -1.2570 0.257
H 2.3448 1.7531 -1.8345 0.013
H 0.1019 0.3285 -1.9671 0.019
H 0.8542 -1.7604 2.5427 0.021
```

Total charge   +1
Multiplicity   2
Total energy   -7853.757 eV
Expectation value of S²   0.763
LUMO level (alpha / beta)   -0.163 / -0.288 hartree

C4H11NO | ωB97M-V/def2-TZVPD

Geometry as XYZ:
```
17
Properties=species:S:1:pos:R:3:lowdin_spin:R:1
C 2.2638 0.3942 0.1959 0.104
H 1.4718 0.6446 1.0710 0.072
H -2.7084 0.9082 0.6143 0.007
H -1.4769 -1.1663 1.4211 0.001
C 0.2235 -0.3991 -0.9725 0.059
H -2.5302 -0.5302 -0.1206 0.003
O -0.6888 -0.5761 1.4022 0.019
H 0.0181 0.1468 -1.9123 0.005
H 2.2887 1.2430 -0.4307 0.005
H 1.4812 -1.5279 0.1561 0.015
H -2.2410 1.0209 -1.1061 0.000
H 3.1666 0.1911 0.7277 0.007
C -0.6172 0.2373 0.1816 0.063
H -0.1049 1.0426 0.5603 0.008
N 1.6775 -0.7030 -0.5264 0.620
H -0.1978 -1.3914 -1.0748 0.000
C -2.0261 0.4653 -0.1869 0.013
```

Total charge   +1
Multiplicity   2
Total energy   -7853.596 eV
Expectation value of S²   0.755
LUMO level (alpha / beta)   -0.113 / -0.310 hartree

C4H11NO | ωB97M-V/def2-TZVPD

Geometry as XYZ:
```
17
Properties=species:S:1:pos:R:3:lowdin_spin:R:1
C 0.4010 0.4959 -1.3495 0.009
N -0.6267 1.3058 0.6449 0.681
H 1.3036 1.3058 1.7332 0.018
H -1.6974 -0.0038 -0.5820 0.035
H 1.0655 -0.6395 0.2477 0.000
H 0.6070 1.3669 -1.9799 0.004
O -0.7929 -3.6158 0.7586 0.000
H -1.1332 -2.9487 0.1592 0.000
H 2.3637 0.3652 -0.5020 -0.001
H 0.1029 -3.7333 0.4233 0.000
C 1.3402 0.3401 -0.1525 0.001
H 1.0926 2.4492 0.4178 0.041
H -1.5039 1.5747 -1.2797 0.026
H -1.0876 2.1764 0.9270 0.016
C -0.9768 0.8064 -0.7028 0.083
H 0.3395 -0.3134 -2.0756 -0.001
C 0.8291 1.4405 0.7566 0.087
```

Total charge   +1
Multiplicity   2
Total energy   -7854.878 eV
Expectation value of S²   0.754
LUMO level (alpha / beta)   -0.125 / -0.307 hartree

C4H11NO | ωB97M-V/def2-TZVPD

Geometry as XYZ:
```
17
Properties=species:S:1:pos:R:3:lowdin_spin:R:1
H 0.1176 -3.4901 2.0428 0.015
H -1.0789 -2.2556 1.6828 0.021
C 0.9758 -1.6664 1.4265 0.211
C 1.4378 -2.0184 0.1901 0.297
C -0.0861 -2.4174 2.1167 0.052
H -1.7684 1.5561 0.1221 0.004
H -0.1566 -2.1037 3.1579 0.001
N -1.7077 1.3680 -0.8706 0.248
H 0.2028 0.7456 -0.9901 0.018
C -0.4120 1.5393 -1.4537 0.030
H -0.3665 3.5004 -1.1478 0.000
H 1.4366 -0.8759 1.9964 0.005
H -0.4799 1.3591 -2.5249 0.004
H 0.9201 -2.7979 -0.3478 0.010
O 0.2203 2.7357 -1.1233 0.070
H 2.1913 -1.4864 -0.3657 0.009
H -2.5203 1.6496 -1.4019 0.007
```

Total charge   +1
Multiplicity   2
Total energy   -7853.379 eV
Expectation value of S²   0.756
LUMO level (alpha / beta)   -0.137 / -0.342 hartree

C4H11NO2 | ωB97M-V/def2-TZVPD

Geometry as XYZ:
```
18
Properties=species:S:1:pos:R:3:mulliken_charge:R:1
C -0.8246 0.3529 2.3308 -1.147
H -0.7934 1.0016 -1.0827 0.266
H 0.2985 0.0080 -0.0615 0.327
H 2.3102 1.0276 0.5299 0.282
H -1.5580 2.0491 1.1382 0.258
C 1.9213 2.0241 0.2664 0.076
O 0.1910 -6.0218 -4.5400 -0.645
O 2.6816 2.9675 0.2613 -0.559
H 1.0044 -5.8983 -4.0162 0.323
N 0.5984 2.0543 0.0158 -0.163
H -0.3390 -0.6096 2.0681 0.291
H 0.2348 2.9884 0.1672 0.213
H -2.2462 0.4899 0.7346 0.307
H -1.6377 -0.0270 2.9534 0.341
C -0.3049 0.9170 -0.1163 -0.504
H -0.1507 -5.1151 -4.6600 0.322
H -0.0647 0.8067 2.9632 0.320
C -1.3209 0.9844 1.0479 -0.309
```

SMILES   CCCNC=O.O
Total energy   -9911.269 eV
LUMO level   0.028 hartree

C4H11NO2 | ωB97M-V/def2-TZVPD

Geometry as XYZ:
```
18
Properties=species:S:1:pos:R:3:mulliken_charge:R:1
H -0.1136 1.4763 -1.6775 0.293
H -2.1532 1.3472 -0.4572 0.297
O 1.1098 -1.3596 -0.3487 -0.433
H -2.0166 0.9111 1.9877 0.359
C -1.1910 1.0665 -0.0081 0.242
C -1.0815 -0.4789 -0.1801 -0.107
C -1.2132 1.4363 1.4693 -1.368
H -1.3629 2.5082 1.5888 0.348
C 2.3104 -2.0175 -0.5950 -0.745
H 2.3846 -2.1081 -1.6879 0.276
H 3.1864 -1.4411 -0.2679 0.247
H 0.7500 1.5903 -0.3041 0.283
H -0.2640 1.1666 1.9385 0.348
O -0.7541 -0.9188 -1.3366 -0.376
H 0.0913 -0.8855 0.4427 0.339
H -1.8745 -1.0501 0.3405 0.415
H 2.3485 -3.0362 -0.1897 0.259
N -0.1565 1.7934 -0.7146 -0.678
```

Total energy   -9906.304 eV
LUMO level (alpha / beta)   -0.060 / -0.061 hartree

C4H11NO2 | ωB97M-V/def2-TZVPD

Geometry as XYZ:
```
18
Properties=species:S:1:pos:R:3:mulliken_charge:R:1
H -2.5921 0.1243 0.3002 0.360
H -1.5070 1.1891 1.1514 0.327
C -1.2971 1.2095 -0.9942 -0.385
C -0.5969 -0.6907 0.5569 -0.581
H -1.2475 2.2775 -0.8367 0.277
H 1.6330 -2.1036 0.5438 0.295
O 3.0209 -0.6289 1.0462 -0.537
H -0.9314 -1.2515 1.4346 0.288
H -0.3573 0.9212 -1.4645 0.264
H 2.0986 -0.9933 -0.7301 0.243
C -1.5555 0.4771 0.3230 -0.674
H 0.9584 0.6026 1.2441 0.206
H -0.6257 -1.3592 -0.3128 0.360
C 1.8570 -1.0429 0.3390 -0.431
H -2.3090 0.1565 -2.3134 0.303
H 3.2196 -1.3247 1.6752 0.308
O -2.3689 1.0408 -1.9416 -0.546
N 0.7580 -0.2214 0.7087 -0.076
```

SMILES   OCCCNCO
Total energy   -9910.427 eV
LUMO level   0.032 hartree

C4H11NO2 | ωB97M-V/def2-TZVPD

Geometry as XYZ:
```
18
Properties=species:S:1:pos:R:3:mulliken_charge:R:1
H 1.9043 -0.1347 0.0830 0.347
H 0.6118 0.7235 1.9218 0.247
H 1.1011 2.6861 0.0182 0.255
H 1.1049 -0.0837 -1.5995 0.378
H 0.0874 -2.7752 1.4532 0.287
H -1.5847 1.8914 -0.8773 0.326
O 0.4244 -1.9028 1.2256 -0.506
C 1.0067 -0.0981 -0.5235 -0.854
H 0.9497 -2.3604 -0.7333 0.380
H -1.2849 0.4038 -1.7629 0.313
H -2.1906 0.3297 -0.2508 0.409
C -1.3711 0.8291 -0.7655 -1.351
C 0.2983 -1.6871 -0.1663 -0.539
H -1.0371 0.4138 1.7833 0.242
O 1.0178 2.0212 -0.6758 -0.673
C -0.0809 0.7199 0.0097 0.820
H -0.7285 -1.8359 -0.5162 0.359
N -0.2285 0.8596 1.3762 -0.441
```

Total energy   -9909.023 eV
LUMO level   0.026 hartree

C4H11NO2 | ωB97M-V/def2-TZVPD

Geometry as XYZ:
```
18
Properties=species:S:1:pos:R:3:mulliken_charge:R:1
H 0.6129 1.6420 -0.7561 0.214
H -1.1980 -0.3405 -1.0908 0.337
O -0.6809 3.5266 0.4146 -0.530
C -0.2815 -0.8994 -0.9302 -0.307
H 0.9431 2.8852 1.2889 0.258
H 1.5271 -0.3209 0.1785 0.242
H -0.9098 -2.2796 0.4154 0.313
H -1.0091 -3.0908 -1.0470 0.352
H -0.7336 2.0996 1.7549 0.299
C 0.4458 -0.1317 0.2440 -0.770
N 0.1608 1.2831 0.0778 -0.172
C 0.0037 2.3863 0.9847 -0.343
H 1.2441 -3.0552 0.3455 0.305
H -1.2627 3.1322 -0.2428 0.278
H 0.4234 -0.8214 -1.7608 0.291
C -0.3662 -2.3714 -0.5354 -0.666
O 0.8945 -3.0445 -0.5503 -0.516
H 0.1864 -0.5995 1.2091 0.414
```

SMILES   OCCCNCO
Total energy   -9909.746 eV
LUMO level   0.030 hartree

C4H11NO2 | ωB97M-V/def2-TZVPD

Geometry as XYZ:
```
18
Properties=species:S:1:pos:R:3:mulliken_charge:R:1
H 1.1433 -2.2321 -0.6452 0.280
H 1.4687 0.8926 0.8121 0.245
C -0.2421 1.8673 1.1908 -0.469
H 0.0565 -2.2859 0.9596 0.281
C 0.0748 -0.2714 -1.7727 -0.808
C 0.6314 -1.6689 0.1987 -1.173
O -0.8100 -1.4555 -2.2068 -0.486
N 0.5141 1.0656 0.2699 -0.403
H 1.3630 -1.6285 0.9449 0.430
O -0.1719 1.1593 2.5196 -0.494
H 1.1741 -0.5569 -2.2596 0.207
H -1.6754 -1.1269 -2.3102 0.280
H -1.1567 1.3561 2.6636 0.327
H -0.2975 0.6464 -2.3286 0.281
H -1.2700 1.8253 0.8068 0.426
C -0.0001 -0.2478 -0.3007 0.662
H 0.1819 2.9165 1.3849 0.229
H -0.9841 -0.2552 0.0730 0.186
```

SMILES   C[C@H](CO)NCO
Total energy   -9908.456 eV
LUMO level   0.030 hartree

Sequential ΔE to the lowest compared entry with this formula, charge and spin output: 0.435, 7.698, 1.344, 1.553, 2.584, 2.746, 1.464, 2.963, 0.972, 5.938, 1.814, 3.219, 2.496, 3.785 eV